# 1
# C2H4Cl3NO

The molecule C2H4Cl3NO (the ωB97M-V functional and the def2-TZVPD basis, the OMol25 dataset).

Results
spin multiplicity	1
net charge	0
LUMO energy	0.60	eV
structure (SMILES)	OCNC(Cl)(Cl)Cl
HOMO energy	-10.08	eV

Positions of all 11 atoms, in Å:
1 C -1.033 0.313 -0.422
2 C 1.495 -0.059 0.075
3 N -0.029 0.681 0.485
4 O -1.559 -0.995 -0.221
5 Cl 2.557 0.250 1.334
6 Cl 1.976 0.826 -1.403
7 Cl 1.450 -1.775 -0.264
8 H -0.606 0.191 -1.333
9 H -1.778 1.027 -0.278
10 H -0.412 0.493 1.350
11 H -2.060 -0.951 0.676

Force components x, y, z for each atom (eV/Å):
C 0.0674 -1.8397 1.6475
C -3.9710 1.5468 -0.1478
N 4.5694 -0.4805 -2.9252
O -1.8478 -0.0449 2.8336
Cl 1.0232 0.5157 1.4935
Cl -0.2121 -0.2280 0.3312
Cl -0.2991 -0.1416 -0.1062
H 0.7956 0.6224 -3.2053
H -1.5366 1.3547 -0.5409
H 0.2806 -0.8558 2.9475
H 1.1304 -0.4492 -2.3279


# 2
# C4H5Cl

The molecule C4H5Cl (the ωB97M-V functional and the def2-TZVPD basis, the OMol25 dataset).

Results
spin multiplicity	1
net charge	0
LUMO energy	0.96	eV
structure (SMILES)	C=C/C=C/Cl
HOMO energy	-9.09	eV

Positions of all 10 atoms, in Å:
1 C -1.189 -0.754 0.682
2 C 0.061 -0.376 0.848
3 C 0.720 0.609 0.009
4 C 0.661 0.731 -1.324
5 H -1.762 -0.277 -0.156
6 H 0.656 -0.825 1.634
7 H 1.304 1.362 0.531
8 H 1.272 1.551 -1.827
9 H 0.139 0.022 -1.930
10 Cl -1.862 -2.045 1.532

Force components x, y, z for each atom (eV/Å):
C -0.1518 1.0075 -1.8975
C 0.4577 -0.2346 0.2310
C 0.1947 1.0364 -0.7642
C 1.2612 1.0980 0.3486
H 0.1417 -0.7014 1.1023
H 0.0032 -0.0061 0.1019
H 0.1388 -0.1291 0.1131
H -1.1178 -1.2339 0.6525
H -0.2353 -0.2521 -0.3673
Cl -0.6923 -0.5847 0.4795


# 3
# C27H27N3O2

The molecule C27H27N3O2 (the ωB97M-V functional and the def2-TZVPD basis, the OMol25 dataset).

Results
spin multiplicity	1
net charge	0
LUMO energy	-1.09	eV
HOMO energy	-5.96	eV

Positions of all 59 atoms, in Å:
1 O -4.039 1.113 -3.176
2 C -3.196 1.867 -3.684
3 O -3.100 3.083 -3.906
4 C -1.851 1.107 -4.078
5 C -1.258 1.611 -5.410
6 C -0.182 2.529 -4.953
7 C -0.058 2.455 -3.550
8 C 0.687 3.392 -2.846
9 C 1.390 4.357 -3.564
10 C 1.350 4.379 -4.965
11 C 0.566 3.456 -5.677
12 N -0.943 1.524 -3.020
13 C -1.156 1.249 -1.679
14 C -0.205 1.199 -0.699
15 C -0.466 1.031 0.799
16 C 0.330 2.048 1.649
17 C -0.360 2.890 2.530
18 C 0.308 3.838 3.317
19 C 1.691 4.002 3.221
20 C 2.394 3.173 2.341
21 C 1.724 2.224 1.535
22 H -2.047 0.038 -4.074
23 H -0.862 0.769 -5.992
24 H -2.010 2.119 -6.033
25 H 0.661 3.375 -1.765
26 H 1.970 5.097 -3.021
27 H 1.928 5.126 -5.508
28 H 0.509 3.458 -6.770
29 H -2.189 0.964 -1.452
30 H 0.826 1.427 -1.022
31 H -1.541 1.265 0.882
32 H -1.444 2.790 2.597
33 H -0.248 4.421 4.040
34 H 2.215 4.740 3.834
35 H 3.486 3.240 2.297
36 H 2.301 1.631 0.813
37 C 1.144 -6.562 2.970
38 C -0.319 -6.603 3.405
39 C -0.843 -5.150 3.329
40 N 0.179 -4.396 2.616
41 C 0.022 -3.084 2.233
42 C -0.757 -2.142 2.975
43 C -0.874 -0.820 2.544
44 N -0.274 -0.358 1.394
45 C 0.415 -1.274 0.660
46 C 0.633 -2.576 1.058
47 C 1.369 -5.204 2.301
48 H 1.796 -6.648 3.840
49 H 1.380 -7.373 2.287
50 H -0.909 -7.223 2.721
51 H -0.441 -6.995 4.417
52 H -1.811 -5.112 2.808
53 H -0.996 -4.739 4.339
54 H -1.196 -2.474 3.932
55 H -1.494 -0.129 3.128
56 H 0.758 -0.886 -0.300
57 H 1.262 -3.205 0.431
58 H 2.280 -4.721 2.683
59 H 1.498 -5.312 1.216

Force components x, y, z for each atom (eV/Å):
O -0.7060 0.3113 0.4630
C 1.2246 -0.6925 -0.9736
O -0.8230 0.2481 0.3143
C -1.9540 0.2075 -0.2533
C -0.0583 -0.6775 0.0113
C 0.7013 0.6117 0.3432
C 0.2937 0.9330 -0.4292
C 0.0972 -0.2372 -0.1988
C -0.0508 -0.1207 -0.4702
C 0.1183 -0.1112 0.0744
C -0.1515 -0.2318 0.6834
N 0.8997 -0.4694 1.5072
C -0.0074 -0.5139 -0.6235
C 0.9659 0.0238 -0.0328
C -0.5819 1.6659 -0.6610
C 0.1512 0.3520 -0.1091
C 0.1915 -0.1341 0.1427
C 0.0828 -0.2556 -0.1891
C -0.2001 -0.5549 -0.2202
C -0.1442 -0.4183 -0.3504
C -0.0103 0.1561 0.4101
H 0.2563 -0.1307 0.1452
H 0.0278 0.1112 0.0304
H 0.1829 -0.0756 0.4113
H 0.1741 0.2164 -0.0422
H -0.0592 -0.0403 -0.1367
H -0.1241 -0.1372 0.1321
H -0.0058 0.1863 0.4004
H 0.1154 0.0692 -0.2109
H -0.5076 -0.1850 0.4655
H 0.3508 -0.2899 0.4734
H 0.2177 0.0961 0.0838
H -0.0778 0.0955 -0.1575
H -0.2006 -0.2995 -0.2173
H -0.4652 0.0458 -0.1632
H -0.2251 0.1932 0.3879
C 0.1451 0.1862 0.2332
C -0.5501 0.2658 -0.2274
C -0.2752 -0.0453 0.7031
N 0.0856 0.8866 -0.3267
C 0.2173 -0.3143 0.0545
C 0.0854 0.1859 -0.2341
C 0.0441 -0.3465 -0.0192
N -0.2749 -1.9438 -0.1585
C 0.1395 0.2686 0.2103
C 0.0918 0.2565 0.1437
C 0.1093 0.2855 -0.5993
H 0.0233 -0.0612 -0.0571
H 0.0741 -0.0348 0.0444
H 0.1248 0.0429 0.1909
H 0.0114 -0.0407 -0.1964
H 0.3058 0.1499 0.0693
H 0.0158 -0.1069 -0.1702
H 0.0592 0.5005 -0.7458
H 0.5031 -0.0592 -0.4295
H 0.0294 -0.1837 0.2852
H -0.2783 0.1427 0.1224
H -0.2841 0.0290 -0.0853
H -0.1007 -0.0111 0.1522


# 4
# C21H31AlCl2MgN2O10P2S2

A structure of composition C21H31AlCl2MgN2O10P2S2 (the ωB97M-V functional and the def2-TZVPD basis, the OMol25 dataset).

Results
spin multiplicity	1
net charge	0
LUMO energy	-5.26	eV
HOMO energy	-7.12	eV

Positions of all 72 atoms, in Å:
1 C -3.954 -2.811 4.719
2 C -2.907 -2.696 3.462
3 O -3.314 -1.984 2.374
4 N -1.543 -3.341 3.358
5 C -0.749 -3.258 4.642
6 C -1.591 -4.737 2.779
7 C -0.702 -4.781 1.364
8 C 0.389 -3.544 1.257
9 C 1.163 -3.698 -0.183
10 C 2.260 -2.524 -0.510
11 C 3.862 -2.859 -0.178
12 C 5.103 -1.814 -0.444
13 C 4.738 -0.363 -1.113
14 C 3.162 -0.038 -1.438
15 C 1.883 -1.026 -1.152
16 N 0.426 -0.717 -1.408
17 P -0.380 0.060 -0.021
18 P 0.505 1.976 0.521
19 O -0.345 2.522 1.778
20 O 2.168 1.883 1.068
21 O 0.299 3.228 -0.723
22 C 0.207 0.153 -2.624
23 C -1.213 -0.089 -3.456
24 C -1.685 0.770 -4.774
25 C -0.658 1.927 -5.325
26 C 0.764 2.180 -4.522
27 C 1.194 1.335 -3.184
28 S 2.813 1.663 -2.223
29 H -3.402 -2.530 5.724
30 H -4.807 -1.987 4.589
31 H -4.502 -3.843 4.809
32 H 0.001 -4.187 4.626
33 H -0.038 -2.302 4.633
34 H -1.374 -3.366 5.625
35 H -1.262 -5.589 3.515
36 H -2.710 -4.944 2.478
37 H -1.449 -4.647 0.444
38 H -0.092 -5.786 1.259
39 H 1.144 -3.491 2.151
40 H -0.240 -2.554 1.202
41 H 0.367 -3.675 -1.053
42 H 1.705 -4.760 -0.153
43 H 4.135 -3.898 0.303
44 H 6.210 -2.146 -0.151
45 H 5.631 0.383 -1.336
46 H -1.715 0.406 -0.529
47 H 2.666 2.727 0.833
48 H 1.192 3.700 -0.866
49 H -1.980 -0.914 -3.063
50 H -2.735 0.526 -5.269
51 H -0.989 2.535 -6.273
52 H 1.482 3.007 -4.945
53 Mg -3.412 0.068 -3.566
54 O 5.294 5.555 -0.676
55 S 3.959 5.338 -0.092
56 O 3.541 6.546 0.643
57 O 4.008 4.192 0.835
58 O 2.991 5.058 -1.168
59 C -1.951 5.065 1.652
60 C -1.987 6.101 0.515
61 O -3.212 6.601 0.486
62 H -2.663 4.247 1.484
63 H -0.952 4.620 1.718
64 H -2.172 5.519 2.627
65 H -1.618 5.566 -0.374
66 H -1.147 6.784 0.720
67 O -2.873 1.004 -7.316
68 H -2.716 1.883 -7.693
69 H -2.624 0.396 -8.029
70 Al -2.717 -4.961 -0.555
71 Cl -1.522 -7.278 4.159
72 Cl 2.639 7.613 2.035

Force components x, y, z for each atom (eV/Å):
C 0.0060 1.1995 0.3211
C -1.4987 2.6280 -5.0588
O 2.1718 -4.4075 6.0225
N -2.3000 0.4082 1.8088
C 1.7993 -0.8973 0.3140
C -0.7381 1.1224 -2.1521
C 1.7270 0.4024 1.9633
C -1.0312 0.4748 -1.4092
C 0.5654 0.1632 0.1671
C 3.0844 2.0562 -0.4399
C -0.5930 3.2654 -1.2216
C -4.5642 0.9196 -0.9717
C -2.4490 -3.3905 1.0423
C 0.1638 -2.4727 0.9347
C 4.6466 -2.3104 1.4052
N 1.5033 2.7322 -2.1970
P -0.0541 -1.3278 1.1026
P -0.0241 6.6229 4.2914
O 2.4387 -2.8794 -4.6321
O -3.4304 0.2641 -2.3160
O 2.3924 -2.0922 1.8597
C -1.4838 1.7485 -3.6866
C 2.6228 2.4600 -1.1304
C 4.6511 0.9598 2.3191
C 0.7280 -2.3732 3.5610
C -2.6598 -2.3801 0.6938
C -2.8972 -1.4935 -1.2401
S -1.7688 -2.1555 -0.5779
H -1.1140 -0.8783 -2.0400
H 2.0863 -1.8111 -0.0453
H 1.5333 1.8030 -0.3005
H -1.6906 1.9760 0.1476
H -1.8899 -1.8529 0.1586
H 1.1584 0.3810 -1.8967
H -0.4638 0.9957 -1.0632
H 1.9660 0.0383 0.6450
H 2.5224 0.2460 1.8265
H -1.7231 1.6936 -0.0317
H -1.6196 -0.3368 -1.6917
H 1.3862 -1.8297 0.4892
H 1.5231 -0.1221 1.6169
H -1.0042 2.4277 -0.4070
H -0.7767 2.2767 -1.1120
H -2.7646 0.9768 -0.8019
H -2.4429 -1.5169 0.4135
H 1.3312 0.2134 -0.0710
H -0.0650 -0.3367 0.2706
H -1.2609 -0.4873 0.1987
H 2.6342 0.8135 -0.3710
H 2.6186 0.7604 -0.0194
H 1.0411 -1.3102 2.2477
H -1.5440 -1.8361 1.0909
Mg -2.0075 0.6591 0.8432
O -1.3342 1.2387 1.0874
S 1.7418 -7.3384 -2.8827
O -1.0658 7.0287 2.8236
O -0.6614 0.2377 0.2958
O -0.6596 0.4705 0.4418
C -0.4744 -1.5513 1.9809
C 0.7660 1.1746 -1.3911
O 0.7804 -0.4524 0.0255
H 0.1681 0.3704 -0.1309
H 0.0123 0.1961 -0.4508
H -0.0863 0.1269 -0.4106
H -0.7596 -0.5379 -0.2986
H -0.4043 0.5931 0.5914
O 0.0538 0.1587 -0.6593
H -0.2071 -0.2583 0.0707
H -0.1060 0.1256 0.2256
Al -1.3538 -0.3474 -0.5934
Cl 0.0415 -0.8729 0.3196
Cl 1.1065 -2.5523 -1.9150


Number 1: Kohn-Sham gap 10.679 eV, molar mass 164.42 g/mol. Number 2: Kohn-Sham gap 10.048 eV, molar mass 88.54 g/mol. Number 3: Kohn-Sham gap 4.869 eV, molar mass 425.53 g/mol. Number 4: Kohn-Sham gap 1.858 eV, molar mass 719.76 g/mol.